{
  "formula": "C19H28F3N4Ru",
  "method": "ωB97M-V/def2-TZVPD",
  "homo_energy_ha": [-0.5204, -0.5195],
  "spin_multiplicity": 2,
  "s2": 0.8166,
  "mol_weight_g_mol": 470.5,
  "lumo_energy_ev": [-8.75, -8.18],
  "total_charge": 2,
  "fmax_ev_per_a": 2.50,
  "gap_ev": [5.409, 5.961],
  "species": ["Ru", "C", "C", "N", "C", "C", "N", "C", "C", "C", "N", "C", "C", "N", "C", "H", "H", "H", "H", "H", "H", "H", "H", "H", "H", "H", "H", "H", "H", "H", "H", "H", "H", "H", "H", "H", "H", "H", "H", "F", "C", "F", "F", "C", "C", "C", "C", "C", "C", "C", "C", "H", "H", "H", "H"],
  "positions_angstrom": [[-0.29263, -0.72825, 1.16508], [-0.27645, -0.80862, -2.46558], [1.04567, -0.35645, -1.81039], [1.41540, -0.95081, -0.51978], [2.03228, -2.28230, -0.46496], [0.99732, -3.38043, -0.22538], [0.15373, -3.10978, 0.95558], [-1.00997, -4.01212, 0.92733], [-2.01452, -3.91991, 2.08577], [-2.25487, -2.55986, 2.75430], [-2.39070, -1.38193, 1.88667], [-3.37771, -1.34764, 0.81373], [-3.15297, -0.07706, -0.02490], [-1.79034, -0.02179, -0.58814], [-1.48990, -1.07528, -1.56638], [-0.11282, -1.72016, -3.04188], [-0.52830, -0.03397, -3.19175], [0.99386, 0.72447, -1.63198], [1.83679, -0.54216, -2.54606], [2.06920, -0.29844, -0.08832], [2.75461, -2.28101, 0.35905], [2.57270, -2.50660, -1.39041], [1.51538, -4.34031, -0.12205], [0.35166, -3.46196, -1.10385], [0.70208, -3.30062, 1.80521], [-0.66191, -5.05446, 0.89001], [-1.53038, -3.83221, -0.02000], [-1.70746, -4.59043, 2.89132], [-2.95718, -4.31480, 1.70587], [-1.41558, -2.33696, 3.43608], [-3.15633, -2.67443, 3.37378], [-2.56108, -0.57880, 2.50569], [-4.40345, -1.33488, 1.20448], [-3.26804, -2.23711, 0.19154], [-3.27861, 0.80708, 0.61359], [-3.91024, -0.04129, -0.82077], [-1.64839, 0.89649, -1.01654], [-2.35349, -1.24167, -2.22709], [-1.32098, -1.99719, -1.00158], [4.26532, 5.88785, -2.23136], [3.09325, 6.26792, -1.72111], [2.21810, 6.30093, -2.74279], [3.22159, 7.50711, -1.26268], [2.58199, 5.29769, -0.67942], [3.36991, 4.22362, -0.26829], [2.79877, 3.22339, 0.47991], [1.43035, 3.28326, 0.83080], [0.67116, 4.41833, 0.48038], [1.25416, 5.42413, -0.25744], [0.88808, 2.14028, 1.42708], [0.52720, 1.01956, 1.80609], [4.40709, 4.16228, -0.56031], [3.38275, 2.37084, 0.79075], [-0.36793, 4.48581, 0.76697], [0.68182, 6.29066, -0.55585]],
  "atomic_forces_ev_per_a": [[-0.911, -0.079, -2.045], [0.112, 0.006, 0.431], [-0.538, 0.206, -0.434], [-0.549, 0.994, 2.078], [-0.251, -0.572, 0.192], [0.520, 0.207, -0.361], [-0.094, 1.021, 0.378], [-0.488, -0.425, 0.037], [0.167, 0.374, -0.116], [-0.023, -0.640, 0.582], [2.059, 1.324, 0.496], [-0.193, 0.326, -0.706], [-0.398, -0.254, 0.431], [1.457, -0.369, 1.167], [0.103, -0.376, -0.543], [-0.060, -0.026, -0.017], [-0.016, -0.031, -0.075], [0.109, -0.194, -0.023], [0.042, 0.132, 0.162], [-0.009, -0.080, -0.200], [-0.062, 0.045, -0.157], [0.016, 0.081, 0.075], [-0.098, 0.050, -0.010], [-0.076, -0.006, 0.146], [-0.181, 0.022, -0.346], [-0.029, 0.194, -0.111], [0.130, 0.021, 0.106], [-0.064, 0.046, -0.012], [-0.001, -0.065, 0.026], [-0.378, -0.005, -0.179], [0.196, 0.111, -0.057], [-0.095, -0.276, -0.159], [0.181, -0.061, -0.008], [-0.025, -0.010, 0.080], [-0.020, -0.151, -0.174], [0.195, 0.050, 0.093], [0.165, -0.170, 0.335], [0.064, 0.017, 0.173], [-0.150, 0.018, -0.147], [0.206, -0.097, 0.125], [-0.044, -0.021, -0.203], [-0.126, 0.054, -0.037], [-0.022, 0.190, 0.228], [-0.129, -0.229, 0.062], [-0.155, 0.422, -0.244], [-0.542, -0.078, 0.237], [0.754, 0.941, -0.304], [0.160, -0.359, 0.306], [0.415, -0.056, -0.255], [-0.453, -1.203, 0.164], [-0.882, -0.967, -1.207], [0.034, 0.017, -0.078], [0.074, -0.064, 0.056], [-0.037, -0.004, 0.076], [-0.060, 0.002, -0.039]]
}